# 1
ORCA calculation (ωB97M-V with the def2-TZVPD basis set) on C20H31N5S in the gas phase.

```
57
Properties=species:S:1:pos:R:3:forces:R:3
C -2.54491 -2.16833 -1.31616 -0.32 0.13 0.10
C -3.64779 -1.22160 -0.84513 0.22 -0.14 -0.10
N -3.10080 -0.05165 -0.17216 0.05 -0.09 -0.03
C -3.87239 1.15787 -0.40424 -0.17 0.10 -0.02
C -5.31346 1.16020 0.11960 0.35 -0.06 -0.05
C -2.80885 -0.31639 1.22901 0.08 0.15 0.18
C -1.87986 0.72223 1.86375 0.06 -0.18 -0.23
C -0.68364 1.06601 0.96710 -0.24 0.36 0.29
N -0.07865 -0.09959 0.37660 0.11 -0.45 -0.22
C 0.83964 -0.85626 1.00121 -0.35 -0.01 -0.04
S 1.37182 -0.45418 2.52738 0.18 0.19 0.94
N 1.30221 -1.96496 0.36352 -0.11 0.16 -0.01
C 1.29417 -2.12469 -1.07960 -0.27 -0.21 -0.44
C 2.73479 -2.22545 -1.61819 0.03 0.20 0.07
C 3.67819 -1.46058 -0.68250 0.15 -0.23 -0.07
C 3.20015 -0.04518 -0.56892 0.20 0.09 -0.11
N 2.43331 0.52660 -1.45553 0.02 -0.33 -0.39
C 2.20111 1.79751 -0.99404 0.33 0.23 0.62
C 1.42379 2.82241 -1.51946 0.06 -0.06 0.05
C 1.34778 3.99754 -0.80134 -0.15 0.13 -0.13
C 2.02324 4.16451 0.40908 0.05 0.07 0.14
C 2.80496 3.16098 0.94607 0.05 0.00 0.13
C 2.88348 1.97906 0.23042 -0.32 0.23 -0.48
N 3.53392 0.79361 0.45623 0.24 0.00 -0.06
C 3.72680 -2.20163 0.66474 -0.12 0.01 -0.05
C 2.33251 -2.76204 0.99079 0.22 -0.19 0.35
H -1.87949 -1.65295 -2.00507 0.09 0.05 -0.09
H -2.98664 -3.01634 -1.83409 0.03 -0.15 -0.05
H -1.96267 -2.54782 -0.47981 0.11 -0.07 0.09
H -4.34897 -1.77428 -0.19912 -0.05 0.08 -0.08
H -4.20140 -0.88223 -1.72353 -0.07 -0.01 0.05
H -3.88588 1.32380 -1.48621 0.04 0.08 0.07
H -3.33086 1.99064 0.04801 0.01 0.06 -0.09
H -5.88603 0.34220 -0.31154 -0.11 -0.07 -0.02
H -5.79448 2.09677 -0.15023 -0.10 0.08 -0.01
H -5.33475 1.06694 1.20252 -0.08 -0.01 0.11
H -3.72526 -0.39508 1.83783 0.05 -0.09 -0.05
H -2.31316 -1.28886 1.27612 -0.04 0.01 0.04
H -1.51150 0.30937 2.80415 -0.02 0.06 0.03
H -2.41794 1.64232 2.09239 -0.04 0.08 0.06
H 0.07492 1.58683 1.55678 -0.10 0.01 -0.18
H -0.99494 1.71152 0.14427 0.03 -0.01 0.03
H -0.58368 -0.47065 -0.41291 0.08 -0.04 -0.07
H 0.72681 -3.02688 -1.33901 0.01 0.09 -0.05
H 0.82405 -1.25829 -1.54059 0.01 -0.13 0.05
H 2.76956 -1.79033 -2.61497 -0.03 -0.07 -0.05
H 3.06090 -3.26474 -1.67667 0.03 -0.01 -0.02
H 4.68594 -1.43932 -1.11538 -0.10 0.01 0.03
H 0.90065 2.69241 -2.45371 -0.06 -0.02 -0.12
H 0.74895 4.81344 -1.17955 -0.04 0.06 -0.04
H 1.92893 5.10161 0.93766 0.00 0.07 0.05
H 3.32117 3.28588 1.88590 0.03 0.05 0.10
H 4.03133 0.55605 1.29771 -0.17 -0.10 -0.07
H 4.04878 -1.53685 1.46526 0.04 -0.05 0.06
H 4.44374 -3.02152 0.60600 0.04 0.01 0.00
H 2.22648 -3.78172 0.61123 0.01 0.02 -0.03
H 2.16392 -2.76799 2.06830 0.02 -0.11 -0.19
```
Forces are in eV/Å.

Properties
Maximum force ... 1.0 eV Å⁻¹
Molecular weight ... 373.57 g/mol
DFT total energy ... -39530.342 eV
HOMO ... -7.81 eV
SMILES ... CCN(CC)CCCNC(=S)N1CCC(c2nc3ccccc3[nH]2)CC1
HOMO-LUMO gap ... 8.6 eV

Atomic partial charges in e from the Löwdin method, atoms 1 to 5: -0.09 -0.26 -0.20 -0.25 -0.08

***

# 2
ORCA calculation (ωB97M-V with the def2-TZVPD basis set) on a molecular structure, C3H2N2 at a distorted geometry.

```
7
Properties=species:S:1:pos:R:3:forces:R:3
C -0.81446 -0.68468 0.04940 -2.82 -1.46 0.00
C 0.73768 0.94289 0.07673 -1.03 1.98 -1.58
C 0.51009 -0.99486 -0.03085 -1.02 0.64 -0.79
N 1.44646 -0.15461 -0.00113 2.64 -2.12 1.20
N -0.63551 0.64026 -0.06750 0.56 0.54 0.87
H -2.55042 -1.69141 0.00883 3.52 2.01 0.03
H 1.30615 1.94240 -0.03549 -1.85 -1.58 0.25
```
Forces are in eV/Å.

Properties
Maximum force ... 4.0 eV Å⁻¹
Molecular weight ... 66.06 g/mol
DFT total energy ... -6114.213 eV
HOMO (alpha / beta) ... -9.51 / -9.48 eV
HOMO-LUMO gap (alpha / beta) ... 7.5 / 7.4 eV

Atomic partial charges in e from the Löwdin method, atoms 1 to 5: -0.21 -0.23 -0.03 0.05 0.03

***

# 3
ORCA calculation (ωB97M-V with the def2-TZVPD basis set) on a molecular structure, C4H11NO5PSn at a distorted geometry.

```
23
Properties=species:S:1:pos:R:3:forces:R:3
Sn 2.10599 -14.44358 8.52023 0.01 0.07 -0.09
P 2.43247 -11.66941 3.51354 0.71 -1.89 2.06
O 1.81196 -10.40328 2.97150 0.08 -0.20 0.28
O 1.29342 -12.67732 3.98767 1.66 1.85 -0.13
O 3.41185 -11.48535 4.81384 -2.39 -0.64 -3.11
O 3.21954 -12.36498 2.37794 -0.07 0.83 1.01
C 3.87215 -8.72870 11.38949 0.26 -0.22 0.12
C 5.31694 -9.27622 11.55486 -1.62 0.48 0.23
C 5.62195 -9.87636 12.92750 0.44 -0.84 -0.47
O 5.50246 -9.12855 14.12105 0.38 -0.19 -0.01
C 6.47037 -8.08073 14.26217 -1.51 -0.10 -0.41
N 5.53022 -10.35648 10.54843 0.11 1.00 0.88
H 3.52373 -8.06892 12.18409 0.46 0.19 0.10
H 3.11551 -9.51311 11.37200 0.23 -0.39 -0.11
H 3.80100 -8.19691 10.44069 -0.05 0.10 -0.01
H 6.00038 -8.44376 11.38743 0.12 0.19 -0.10
H 6.63772 -10.24322 12.78009 0.56 -0.06 0.46
H 5.04530 -10.79683 13.01867 -0.38 0.20 0.27
H 6.15480 -7.36874 13.49956 0.80 0.56 0.02
H 7.50969 -8.39519 14.16729 0.00 -0.22 -0.23
H 6.31623 -7.63598 15.24530 0.01 -0.08 -0.04
H 6.49291 -10.24422 10.26428 0.17 -0.41 -0.37
H 4.96450 -10.08865 9.75577 0.00 -0.24 -0.35
```
Forces are in eV/Å.

Properties
Maximum force ... 4.0 eV Å⁻¹
Net charge ... -1
Molecular weight ... 302.82 g/mol
DFT total energy ... -31169.380 eV
HOMO ... -3.50 eV
HOMO-LUMO gap ... 3.3 eV

Atomic partial charges in e from the Löwdin method, atoms 1 to 5: 0.00 0.00 -0.24 -0.24 -0.28

***

The highest DFT total energy belongs to which entry? C3H2N2